No. 1
DFT (ωB97M-V/def2-TZVPD) results for a cluster of 2 separate species, C12H16BrN2 in total.

Calculated values
HOMO energy (spin up / spin down)	-10.4 / -11.0	eV
ΔE to the lowest compared entry with this formula, charge and spin	4.883	eV
total charge	+1
orbital gap (spin up / spin down)	6.07 / 6.40	eV

XYZ file:
```
31
C12H16BrN2 (ωB97M-V/def2-TZVPD)
C -1.614 -3.280 0.105
C -0.209 -3.518 0.301
C -2.073 -1.978 0.211
C 0.636 -2.435 0.154
C -1.204 -0.812 0.118
C 0.202 -1.088 0.066
C -0.637 1.748 2.305
C -1.678 0.464 0.504
C 1.200 -0.169 -0.314
C -0.310 1.482 -1.685
C 2.223 1.861 -1.316
C 1.052 0.886 -1.356
N 2.420 -0.401 0.036
N -1.568 2.421 2.771
Br -3.218 1.304 -0.177
H -2.325 -4.127 0.100
H 0.180 -4.488 0.523
H -3.099 -1.864 -0.019
H 1.756 -2.659 0.084
H -0.263 0.879 2.812
H -1.071 0.737 -1.876
H -0.153 2.160 -2.496
H -0.608 2.079 -0.796
H 2.157 2.522 -0.501
H 2.051 2.439 -2.208
H 3.123 1.285 -1.458
H 1.362 0.213 -2.278
H 2.465 -1.142 0.718
H 3.193 0.118 -0.382
H -2.083 3.177 2.322
H -1.908 2.188 3.733
```

=====

No. 2
DFT (ωB97M-V/def2-TZVPD) results for a cluster of 9 separate species, C18H54O16 in total.

Calculated values
HOMO energy	-8.8	eV
ΔE to the lowest compared entry with this formula, charge and spin	1.201	eV
total charge	0
orbital gap	9.20	eV

XYZ file:
```
88
C18H54O16 (ωB97M-V/def2-TZVPD)
O 2.261 5.780 1.542
C 1.622 5.206 0.422
C 1.768 3.680 0.394
O 1.145 2.988 1.460
H 3.181 5.934 1.308
H 0.549 5.399 0.443
H 2.052 5.518 -0.535
H 2.838 3.451 0.424
H 1.446 3.296 -0.582
H 0.301 3.438 1.620
O 0.518 -1.379 -1.564
C -0.568 -0.783 -0.850
C -0.101 0.479 -0.199
O 0.833 0.240 0.836
H 0.110 -1.982 -2.205
H -1.328 -0.524 -1.601
H -1.004 -1.511 -0.160
H -0.993 0.989 0.195
H 0.351 1.109 -0.977
H 0.785 1.011 1.423
O -0.108 -3.477 2.691
C -0.732 -4.743 2.758
C -0.908 -5.459 1.445
O 0.345 -5.686 0.818
H -0.743 -2.838 3.047
H -0.195 -5.433 3.424
H -1.706 -4.561 3.232
H -1.563 -4.886 0.773
H -1.381 -6.428 1.645
H 0.249 -6.355 0.140
O -2.221 -2.115 3.929
C -2.827 -0.952 3.361
C -4.225 -1.273 2.850
O -4.164 -2.124 1.721
H -2.584 -2.260 4.807
H -2.893 -0.148 4.106
H -2.185 -0.597 2.555
H -4.622 -0.339 2.438
H -4.862 -1.608 3.673
H -4.091 -3.048 1.982
O -1.310 4.425 2.037
C -2.603 3.815 1.993
C -2.792 2.577 2.871
O -2.505 2.810 4.252
H -1.169 4.811 2.909
H -3.362 4.518 2.359
H -2.755 3.586 0.942
H -2.111 1.794 2.520
H -3.838 2.280 2.821
H -1.766 3.429 4.286
O 5.143 -3.276 -1.740
C 4.721 -3.676 -3.022
C 4.056 -2.532 -3.767
O 2.926 -1.984 -3.077
H 5.987 -3.698 -1.553
H 5.446 -4.144 -3.694
H 3.939 -4.445 -2.893
H 3.736 -2.832 -4.770
H 4.773 -1.703 -3.866
H 2.303 -1.698 -3.746
O -0.562 -2.732 -6.155
C -1.877 -2.827 -5.653
C -1.956 -2.148 -4.291
O -1.196 -2.831 -3.308
H -0.320 -3.549 -6.595
H -2.607 -2.357 -6.318
H -2.170 -3.872 -5.502
H -2.981 -2.034 -3.937
H -1.583 -1.123 -4.395
H -0.689 -3.527 -3.742
C 3.966 2.614 3.048
C 4.186 1.408 2.193
O 3.608 0.196 2.700
H 4.322 2.489 4.081
H 2.898 2.735 3.251
H 4.405 3.501 2.598
H 5.242 1.150 2.039
H 3.699 1.578 1.231
H 3.725 0.198 3.658
C -1.151 3.721 -1.681
C -1.419 3.120 -3.045
O -2.559 2.282 -2.915
H -0.881 2.975 -0.940
H -2.087 4.166 -1.329
H -0.403 4.511 -1.698
H -0.537 2.537 -3.337
H -1.521 3.873 -3.829
H -2.722 1.886 -3.777
```